ORCA calculation (wB97M-V/def2-TZVPD) on a molecular structure, C28H50CoP2Si.

Net charge   +1
Spin multiplicity   5
Gap between HOMO and LUMO (spin up / spin down)   7.67 / 6.46 eV
ΔE to the lowest compared entry with this formula, charge and spin   0.0 kcal/mol

Geometry as XYZ:
```
82
C28H50CoP2Si (wB97M-V/def2-TZVPD)
Co -0.85 1.43 -0.37
C -0.50 2.96 -1.69
C -1.60 2.13 -2.12
C -2.15 3.05 -0.06
C -0.85 3.52 -0.41
C -2.62 2.20 -1.11
C 0.69 3.33 -2.49
H 0.96 2.56 -3.22
H 1.56 3.52 -1.84
H 0.51 4.26 -3.05
C -0.05 4.49 0.37
H 0.96 4.59 -0.04
H 0.04 4.14 1.41
H -0.51 5.49 0.38
C -2.93 3.46 1.14
H -3.38 4.46 1.01
H -2.29 3.48 2.02
H -3.76 2.76 1.33
C -4.00 1.64 -1.21
H -4.69 2.40 -1.61
H -4.39 1.36 -0.22
H -4.05 0.77 -1.87
C -1.76 1.54 -3.47
H -2.28 2.24 -4.14
H -2.37 0.63 -3.44
H -0.80 1.31 -3.93
C 3.34 -4.16 -0.93
C 3.24 -3.79 -2.21
C 2.69 -4.59 -3.35
C 1.65 -5.68 -2.97
C 0.47 -5.19 -2.18
C 0.38 -5.07 -0.85
C 1.41 -5.44 0.17
C 2.88 -5.45 -0.32
H 3.49 -5.10 -3.91
H 2.17 -6.51 -2.48
H 2.23 -3.90 -4.07
H 3.03 -6.31 -0.97
H 3.93 -3.53 -0.24
H 3.72 -2.86 -2.54
H 3.51 -5.64 0.57
H 1.32 -4.74 1.02
H -0.59 -4.80 -0.41
H 1.20 -6.44 0.59
H 1.27 -6.10 -3.92
H -0.42 -5.03 -2.80
P 0.99 0.25 -0.61
C 2.52 0.61 0.25
C 1.40 -0.35 -2.28
P -1.52 -0.62 0.07
C 0.22 -1.21 0.18
C -2.18 -1.60 -1.31
C -2.37 -1.12 1.57
H 2.27 1.08 1.20
H 3.12 1.32 -0.35
H 3.07 -0.33 0.40
H 1.90 -1.33 -2.19
H 2.07 0.36 -2.77
H 0.49 -0.47 -2.88
H -2.15 -2.17 1.78
H -3.45 -0.96 1.45
H -2.01 -0.48 2.39
H 0.52 -1.26 1.23
H 0.40 -2.15 -0.35
H -3.28 -1.52 -1.32
H -1.89 -2.65 -1.16
H -1.79 -1.25 -2.27
C -1.13 4.13 4.54
Si 0.06 2.71 4.22
C 1.81 3.39 4.33
C -0.17 1.48 5.60
C -0.17 1.89 2.59
C -0.33 1.39 1.47
H -0.89 4.55 5.53
H -2.17 3.79 4.56
H -1.04 4.94 3.81
H 1.95 3.85 5.32
H 2.54 2.58 4.22
H 2.01 4.14 3.56
H -1.19 1.08 5.62
H 0.52 0.63 5.48
H 0.04 1.97 6.56
```

Results of the Löwdin charge analysis, in e, for atoms 1 through 4: number 1, Co, carries 0.29; number 2, C, carries -0.29; number 3, C, carries -0.30; number 4, C, carries -0.27